No. 1
The following is a DFT calculation (ωB97M-V with the def2-TZVPD basis set) of C37H79HgN2O15S6 as an isolated structure in a non-equilibrium geometry.

As for the total charge: +1. The HOMO energy comes out at -9.8 eV. Its energy above the lowest of the compared OMol25 structures with the same formula, charge and spin is 0.0 kcal/mol.

Each line ends with the Löwdin charge.
Positions of all 140 atoms, in Å:
Hg: 15.153 -30.928 -4.421  1.3338
O: 15.417 -29.998 -0.475  0.0844
C: 15.353 -30.329 -1.783  -0.7740
O: 15.594 -31.517 -2.133  -0.0858
O: 15.183 -29.391 -2.594  -0.0661
H: 15.370 -29.035 -0.590  0.0874
C: 20.398 -27.947 -1.027  -0.0553
C: 19.418 -28.602 -0.050  -0.2717
N: 19.514 -28.097 1.302  -0.1775
C: 20.763 -28.511 1.969  -0.2311
C: 20.981 -30.005 2.179  -0.0752
C: 18.333 -28.418 2.098  -0.2357
C: 17.107 -27.719 1.555  -0.0722
H: 20.287 -26.865 -1.044  0.0736
H: 20.219 -28.373 -2.019  0.0515
H: 21.436 -28.182 -0.782  0.0711
H: 18.425 -28.461 -0.483  0.0883
H: 19.568 -29.702 -0.073  0.0894
H: 21.603 -28.056 1.445  0.1076
H: 20.710 -27.990 2.930  0.1137
H: 20.167 -30.477 2.728  0.0528
H: 21.135 -30.547 1.246  0.0593
H: 21.899 -30.100 2.764  0.0805
H: 18.535 -28.043 3.103  0.1235
H: 18.182 -29.513 2.133  0.1018
H: 17.205 -26.634 1.499  0.0727
H: 16.273 -27.797 2.274  0.0644
H: 16.681 -28.145 0.653  0.0390
C: 14.119 -23.806 -1.414  -0.0702
C: 15.237 -24.387 -0.559  -0.2617
N: 16.537 -24.214 -1.171  -0.1884
C: 16.712 -25.013 -2.363  -0.2335
C: 16.618 -26.532 -2.184  -0.0727
C: 17.649 -24.344 -0.223  -0.2518
C: 18.907 -23.655 -0.725  -0.0845
H: 14.467 -23.032 -2.096  0.0806
H: 13.277 -23.436 -0.832  0.0736
H: 13.719 -24.606 -2.052  0.0466
H: 15.250 -23.902 0.418  0.1138
H: 15.009 -25.449 -0.369  0.0963
H: 15.973 -24.754 -3.130  0.1062
H: 17.662 -24.747 -2.832  0.1119
H: 17.275 -26.888 -1.386  0.0473
H: 15.599 -26.858 -1.961  0.0423
H: 16.876 -27.068 -3.100  0.0745
H: 17.871 -25.397 0.009  0.0820
H: 17.304 -23.856 0.688  0.1131
H: 18.695 -22.689 -1.181  0.0797
H: 19.459 -24.270 -1.437  0.0580
H: 19.576 -23.455 0.116  0.0736
C: 16.716 -34.526 -2.677  -0.2114
C: 16.069 -35.588 -1.778  -0.2211
C: 15.272 -36.462 -2.721  -0.2274
S: 16.371 -36.764 -4.111  0.6584
O: 15.678 -36.610 -5.350  -0.3115
O: 17.147 -37.936 -3.828  -0.2967
C: 17.359 -35.286 -3.845  -0.2118
H: 17.430 -33.939 -2.107  0.0881
H: 15.917 -33.901 -3.087  0.0966
H: 15.413 -35.171 -1.011  0.1019
H: 16.853 -36.128 -1.244  0.1165
H: 14.493 -35.846 -3.195  0.0793
H: 14.773 -37.375 -2.413  0.1164
H: 17.403 -34.701 -4.760  0.0970
H: 18.373 -35.617 -3.614  0.1064
C: 12.135 -34.294 -1.576  -0.1852
C: 12.709 -33.033 -0.896  -0.2040
C: 11.917 -31.867 -1.456  -0.2214
S: 11.834 -32.200 -3.185  0.7038
O: 13.053 -31.710 -3.816  -0.3955
O: 10.590 -31.774 -3.754  -0.2804
C: 11.931 -33.986 -3.064  -0.1872
H: 11.220 -34.627 -1.090  0.1231
H: 12.863 -35.104 -1.498  0.1000
H: 13.775 -32.969 -1.126  0.0943
H: 12.597 -33.129 0.184  0.1189
H: 12.348 -30.878 -1.287  0.0917
H: 10.922 -31.864 -1.010  0.1231
H: 12.747 -34.332 -3.693  0.0990
H: 10.978 -34.359 -3.433  0.1129
C: 20.976 -31.778 -3.834  -0.1947
C: 20.229 -32.398 -2.660  -0.1956
C: 19.111 -31.430 -2.294  -0.2132
S: 18.571 -30.745 -3.845  0.7293
O: 18.545 -29.317 -3.793  -0.2794
O: 17.338 -31.428 -4.280  -0.4282
C: 19.908 -31.396 -4.848  -0.1982
H: 21.678 -32.487 -4.271  0.1278
H: 21.525 -30.894 -3.505  0.1276
H: 20.862 -32.647 -1.811  0.1229
H: 19.790 -33.364 -2.939  0.1153
H: 19.484 -30.600 -1.693  0.0789
H: 18.283 -31.894 -1.764  0.0700
H: 20.203 -30.725 -5.649  0.1194
H: 19.472 -32.290 -5.300  0.1086
C: 11.830 -26.805 -3.300  -0.1995
C: 11.057 -28.117 -3.521  -0.2025
C: 11.302 -28.450 -4.975  -0.2090
S: 13.039 -28.068 -5.232  0.7351
O: 13.180 -27.213 -6.367  -0.2715
O: 13.807 -29.315 -5.169  -0.4339
C: 13.255 -27.168 -3.680  -0.2091
H: 11.787 -26.456 -2.268  0.1126
H: 11.464 -25.984 -3.920  0.1285
H: 9.985 -28.012 -3.352  0.1278
H: 11.464 -28.845 -2.817  0.1000
H: 10.782 -27.750 -5.632  0.1147
H: 11.017 -29.439 -5.331  0.1062
H: 13.929 -26.345 -3.911  0.1063
H: 13.706 -27.900 -3.013  0.0654
C: 16.579 -33.156 2.962  -0.1969
C: 16.105 -32.175 1.874  -0.2075
C: 16.772 -32.500 0.541  -0.2244
S: 18.264 -33.407 0.974  0.6693
O: 19.426 -32.680 0.538  -0.3154
O: 18.046 -34.781 0.604  -0.3029
C: 18.086 -33.267 2.747  -0.2133
H: 16.093 -34.130 2.904  0.1198
H: 16.382 -32.714 3.938  0.1175
H: 16.393 -31.161 2.176  0.1031
H: 15.021 -32.113 1.760  0.1065
H: 17.112 -31.647 -0.035  0.0678
H: 16.148 -33.133 -0.085  0.0792
H: 18.514 -32.298 3.017  0.0965
H: 18.638 -34.071 3.224  0.1160
C: 12.460 -29.465 3.120  -0.2035
C: 11.300 -29.884 2.215  -0.2103
C: 10.928 -28.614 1.455  -0.2094
S: 12.521 -27.970 0.922  0.6675
O: 12.527 -26.539 1.030  -0.3084
O: 12.910 -28.549 -0.352  -0.3326
C: 13.494 -28.738 2.247  -0.2026
H: 12.953 -30.319 3.590  0.1152
H: 12.120 -28.846 3.950  0.1232
H: 10.444 -30.158 2.839  0.1213
H: 11.511 -30.760 1.606  0.1035
H: 10.530 -27.845 2.115  0.1136
H: 10.301 -28.707 0.570  0.1088
H: 14.046 -27.945 2.739  0.0971
H: 14.128 -29.452 1.723  0.0792

Cartesian forces (eV/Å) of the 6 atoms listed first:
Hg 0.27 0.64 0.86
O 0.01 0.09 -0.63
C 1.07 -0.52 -0.26
O -0.71 -0.07 0.43
O -0.36 0.06 -0.25
H -0.29 0.21 0.79

***

No. 2
The following is a DFT calculation (ωB97M-V with the def2-TZVPD basis set) of a 5-piece molecular cluster, C37H81N4O3 overall in a non-equilibrium geometry.

The expectation value of S² is 0.759. As for the total charge: +4. The spin multiplicity is 2. The HOMO energy (spin up / spin down) comes out at -19.1 / -19.1 eV. Its energy above the lowest of the compared OMol25 structures with the same formula, charge and spin is 9.3 kcal/mol.

Each line ends with the Löwdin spin population.
Positions of all 125 atoms, in Å:
O: -8.528 9.932 -6.854  0.0291
C: -7.514 9.358 -6.198  0.0169
O: -6.788 10.094 -5.500  0.4196
O: -7.179 8.175 -6.401  0.5367
H: -8.982 9.465 -7.559  0.0017
C: -5.236 0.633 -1.359  0.0000
C: -4.549 1.702 -2.249  0.0000
C: -5.240 3.111 -2.087  0.0000
C: -6.725 3.246 -2.442  0.0000
N: -7.203 4.559 -3.020  0.0000
C: -6.914 5.790 -2.055  0.0000
C: -7.848 6.847 -2.575  -0.0002
C: -9.045 6.119 -3.274  0.0000
C: -8.759 4.724 -3.109  0.0000
C: -6.595 4.851 -4.428  -0.0002
H: -4.637 -0.263 -1.197  0.0000
H: -6.141 0.351 -1.897  0.0000
H: -5.556 1.015 -0.390  0.0000
H: -4.684 1.323 -3.262  0.0000
H: -3.491 1.792 -2.004  0.0000
H: -4.734 3.708 -2.845  0.0000
H: -5.028 3.521 -1.100  0.0000
H: -7.317 3.065 -1.545  0.0000
H: -6.983 2.476 -3.169  0.0000
H: -5.841 5.980 -2.029  0.0000
H: -7.130 5.367 -1.074  0.0000
H: -7.248 7.386 -3.308  -0.0003
H: -8.227 7.428 -1.735  0.0000
H: -9.032 6.312 -4.347  0.0000
H: -10.048 6.339 -2.907  0.0000
H: -9.097 4.196 -4.001  0.0000
H: -9.177 4.203 -2.247  0.0000
H: -6.680 5.912 -4.663  -0.0004
H: -7.125 4.215 -5.137  0.0000
H: -5.538 4.586 -4.450  0.0000
C: -4.415 6.809 -9.560  0.0000
C: -4.848 6.126 -8.273  -0.0001
C: -4.011 6.559 -7.061  0.0000
C: -3.809 8.081 -6.850  -0.0009
N: -3.302 8.466 -5.454  0.0001
C: -4.277 8.113 -4.238  -0.0020
C: -4.318 9.357 -3.355  0.0004
C: -3.048 10.100 -3.620  0.0001
C: -3.026 10.000 -5.139  0.0000
C: -1.937 7.757 -5.281  0.0000
H: -4.895 6.481 -10.482  0.0000
H: -3.387 6.586 -9.848  0.0000
H: -4.413 7.896 -9.486  0.0000
H: -4.920 5.041 -8.337  0.0000
H: -5.906 6.363 -8.164  -0.0001
H: -3.068 6.063 -7.291  0.0000
H: -4.443 6.058 -6.194  0.0000
H: -4.741 8.646 -6.859  -0.0012
H: -3.134 8.479 -7.607  0.0000
H: -4.091 7.176 -3.714  0.0000
H: -5.217 8.017 -4.782  -0.0018
H: -4.443 9.023 -2.325  0.0001
H: -5.173 9.898 -3.761  -0.0004
H: -2.248 9.500 -3.187  0.0000
H: -3.026 11.083 -3.149  0.0000
H: -2.115 10.340 -5.631  0.0000
H: -3.701 10.677 -5.662  -0.0001
H: -1.347 8.152 -4.455  0.0000
H: -1.324 7.910 -6.170  0.0000
H: -2.202 6.723 -5.061  0.0000
C: -2.577 14.396 -4.682  0.0000
C: -3.960 13.868 -5.232  0.0000
C: -3.918 13.436 -6.712  0.0001
C: -5.250 12.913 -7.150  0.0005
N: -5.332 12.395 -8.692  0.0000
C: -4.685 11.045 -8.886  0.0000
C: -5.588 10.380 -9.914  0.0000
C: -6.790 11.276 -10.272  0.0000
C: -6.779 12.227 -9.104  -0.0002
C: -4.726 13.448 -9.710  0.0000
H: -2.511 15.293 -5.297  0.0000
H: -1.733 13.742 -4.904  0.0000
H: -2.493 14.588 -3.612  0.0000
H: -4.621 14.734 -5.258  0.0000
H: -4.429 13.061 -4.670  0.0000
H: -3.213 12.614 -6.839  0.0000
H: -3.566 14.208 -7.395  0.0001
H: -5.961 13.737 -7.082  0.0000
H: -5.623 12.140 -6.478  0.0005
H: -3.747 11.337 -9.357  0.0000
H: -4.509 10.481 -7.970  0.0000
H: -5.184 9.965 -10.837  0.0000
H: -5.928 9.413 -9.544  0.0000
H: -6.664 11.745 -11.248  0.0000
H: -7.697 10.678 -10.195  0.0000
H: -7.280 13.193 -9.168  0.0000
H: -7.214 11.747 -8.227  -0.0002
H: -5.209 14.418 -9.592  0.0000
H: -4.912 12.987 -10.681  0.0000
H: -3.664 13.679 -9.637  0.0000
C: -11.679 9.716 1.089  0.0000
C: -11.667 9.603 -0.440  0.0000
C: -10.982 10.827 -1.141  0.0000
C: -9.440 10.892 -1.001  0.0001
N: -8.836 12.008 -1.890  0.0003
C: -9.599 13.381 -1.934  0.0000
C: -9.153 14.051 -0.683  0.0000
C: -7.778 13.526 -0.268  0.0000
C: -7.411 12.494 -1.422  0.0000
C: -8.709 11.349 -3.275  0.0013
H: -12.145 8.864 1.584  0.0000
H: -12.015 10.696 1.428  0.0000
H: -10.656 9.538 1.421  0.0000
H: -12.712 9.631 -0.749  0.0000
H: -11.098 8.747 -0.803  0.0000
H: -11.377 11.784 -0.801  0.0000
H: -11.327 10.762 -2.173  0.0000
H: -9.040 9.954 -1.386  0.0000
H: -9.101 11.228 -0.021  0.0000
H: -9.194 13.917 -2.792  0.0000
H: -10.674 13.262 -2.074  0.0000
H: -9.180 15.128 -0.847  0.0000
H: -9.816 13.797 0.144  0.0000
H: -7.071 14.355 -0.224  0.0000
H: -7.805 13.174 0.763  0.0000
H: -7.145 12.940 -2.380  0.0000
H: -7.049 11.471 -1.316  0.0000
H: -8.099 10.461 -3.111  0.0000
H: -8.298 11.994 -4.052  0.0009
H: -9.690 11.084 -3.670  0.0000

Cartesian forces (eV/Å) of the 6 atoms listed first:
O 0.75 0.56 1.31
C -1.13 1.35 -2.22
O -0.10 -0.94 0.18
O 0.34 -0.23 0.77
H -0.05 -0.83 -0.15
C -0.19 0.46 -0.39

***

Per-record calculated total energy, a.u.: -5237.57051 -1901.61963